Record 1
DFT (ωB97M-V/def2-TZVPD) results for 9 unconnected molecules or ions with the total composition C24H36Cl6O18 at a distorted geometry.

Results
- Kohn-Sham gap: 10.32 eV
- Total charge: 0
- LUMO energy: -0.10 eV
- ΔE to the lowest compared entry with this formula, charge and spin: 0.000 eV
- SMILES string: O=C1OCCO1.O=C1OCCO1.O=C1OCCO1.O=C1OCCO1.O=C1OCCO1.O=C1OCCO1.ClCCCl.ClCCCl.ClCCCl

Positions of all 84 atoms, in Å:
Cl: -28.8548 42.7475 17.1751
Cl: -32.1319 37.4421 10.4563
Cl: -21.5576 37.7268 15.6698
Cl: -28.8754 41.6208 14.1525
Cl: -24.0018 37.8710 17.8068
Cl: -30.0208 40.1592 10.4506
O: -26.8690 36.2614 20.6964
O: -23.2784 38.1467 10.8787
O: -25.5284 41.1764 21.2805
O: -35.1844 37.6033 19.8358
O: -25.9563 40.2526 19.3138
O: -29.5836 38.1185 14.9377
O: -32.9509 37.8495 19.8298
O: -28.9487 39.2362 23.1182
O: -26.6830 35.2391 18.6964
O: -28.0073 40.7618 21.8270
O: -27.6869 38.1170 16.1030
O: -25.2641 38.6359 11.7849
O: -25.4434 38.9448 21.0091
O: -23.4208 38.7704 13.0289
O: -28.5026 34.9484 19.9406
O: -29.6476 39.4872 21.0076
O: -34.0208 37.3453 17.9303
O: -29.5607 38.8416 17.0314
C: -34.1511 37.5921 19.2471
C: -30.3289 42.2729 14.9233
C: -21.4557 38.6926 17.1662
C: -28.6057 38.9569 18.0880
C: -30.3426 42.0576 16.4401
C: -27.2784 35.4486 19.6837
C: -28.9872 38.3416 15.9202
C: -24.4794 39.1656 13.9160
C: -27.3333 38.3638 17.4715
C: -31.0107 37.8985 11.7839
C: -27.8470 39.7386 23.8842
C: -30.7938 39.3910 11.8216
C: -25.6904 41.6392 19.0066
C: -25.6091 40.0158 20.5924
C: -32.6624 37.5452 17.5176
C: -28.9597 35.3774 21.2040
C: -25.8951 42.2393 20.4006
C: -27.9109 36.4350 21.6189
C: -31.9035 37.7335 18.8605
C: -23.9217 38.4980 11.7985
C: -22.8302 39.1756 17.5949
C: -27.5944 41.0600 23.1860
C: -25.7697 38.9480 13.0886
C: -28.9574 39.7806 21.9029
H: -26.4297 42.0091 18.2968
H: -24.3518 40.2476 14.0459
H: -31.1521 41.7389 14.4591
H: -32.2397 36.6780 17.0152
H: -20.7977 39.5266 16.9450
H: -30.0652 37.3760 11.6244
H: -26.2590 39.9266 13.0361
H: -26.4897 38.2194 13.4538
H: -30.2415 39.5979 12.7364
H: -31.1249 42.6628 16.8956
H: -28.3995 37.4038 21.4914
H: -31.2645 36.8869 19.0926
H: -28.4432 40.0185 18.2654
H: -25.2758 43.1318 20.5233
H: -31.3786 37.5086 12.7278
H: -24.4960 38.6689 14.8846
H: -28.9127 38.4419 18.9889
H: -29.9409 35.8352 21.0799
H: -28.2597 41.8589 23.5287
H: -21.0467 38.0189 17.9153
H: -26.5598 41.3874 23.1420
H: -28.1862 39.8981 24.9026
H: -31.7762 39.8497 11.9687
H: -24.6930 41.7944 18.5956
H: -31.3652 38.6737 18.8001
H: -30.3684 43.3506 14.7964
H: -26.9268 37.4799 17.9548
H: -27.6415 36.3345 22.6658
H: -29.0552 34.5551 21.9137
H: -30.5027 41.0324 16.7618
H: -22.7866 39.6783 18.5617
H: -23.2567 39.8252 16.8305
H: -32.6496 38.4380 16.8965
H: -26.5575 39.1242 17.4595
H: -26.9794 39.0829 23.8261
H: -26.9316 42.5254 20.5924

---

Record 2
DFT (ωB97M-V/def2-TZVPD) results for a molecular structure, C24H36F3O21V2 at a distorted geometry.

Results
- Kohn-Sham gap: 3.24 eV
- Total charge: +1
- LUMO energy: -7.83 eV
- ΔE to the lowest compared entry with this formula, charge and spin: 16.209 eV

Positions of all 86 atoms, in Å:
V: 8.7571 -17.2279 -3.4114
V: 11.8845 -16.8441 2.6554
F: 6.5709 -17.9747 2.7242
F: 4.7103 -17.3917 1.7779
F: 6.1011 -15.8649 2.3402
O: 11.3027 -17.0568 4.1952
O: -0.7872 -15.2009 1.3882
O: 2.9917 -22.9020 -3.7643
O: 7.9705 -17.3406 0.1052
O: 12.1578 -15.3225 2.4273
O: 7.6514 -18.1464 -4.2930
O: 8.7333 -15.7548 -3.9414
O: 3.3306 -9.2175 -2.0220
O: 2.0104 -12.7458 -8.5647
O: 2.4634 -11.8120 -10.4663
O: -0.1382 -17.2794 1.9385
O: 2.7228 -22.0300 -1.8127
O: -2.2442 -17.0806 1.1998
O: 8.6285 -21.9298 8.8533
O: 7.4315 -20.3683 9.6820
O: 7.2400 -22.4171 10.5157
O: 2.5397 -20.6625 -3.5693
O: 4.8363 -9.4779 -0.2899
O: 2.7448 -9.5135 0.1840
O: 0.7007 -13.2605 -10.3457
O: 6.1549 -16.4574 -0.8131
C: 4.9061 -10.0093 1.0276
C: 1.6398 -12.6152 -9.8382
C: 6.0152 -9.2450 1.9737
C: 3.5706 -9.3618 -0.8196
C: 3.1967 -12.0765 -8.2414
C: -0.3450 -19.5387 2.6656
C: 3.5848 -11.5745 -9.6995
C: 9.0011 -20.7266 8.2188
C: 2.6959 -21.7856 -3.1015
C: 2.5172 -23.8578 -0.4003
C: -0.4676 -18.6024 1.4352
C: -0.9436 -16.4009 1.3883
C: 4.7527 -16.3712 -0.8904
C: -1.9272 -18.4702 0.9350
C: 3.2912 -23.2366 -1.5691
C: 6.6021 -17.2237 0.3692
C: 6.0230 -17.1041 1.8445
C: 3.3312 -23.9367 -2.9219
C: 7.7169 -21.6465 9.7132
C: 4.4844 -15.8287 -2.2619
C: 3.8914 -10.1313 -9.9766
C: 3.4061 -9.9940 1.2510
C: 8.2956 -18.3204 8.8932
C: 7.9212 -19.8080 8.5307
H: -2.7414 -19.0518 1.3674
H: 4.6658 -9.8216 -9.2749
H: 3.0624 -9.4425 -9.8143
H: 7.2812 -19.9579 7.6612
H: 5.8310 -8.1864 2.1567
H: 4.4659 -14.7395 -2.2235
H: 3.1761 -9.5686 2.2279
H: -0.9290 -19.1038 3.4766
H: 8.9962 -18.3592 9.7273
H: 7.4242 -17.6790 9.0253
H: 9.8980 -20.2266 8.5842
H: 4.2037 -17.3097 -0.8143
H: 3.0058 -11.2707 -7.5327
H: 4.3289 -22.9739 -1.3633
H: 6.3529 -18.2816 0.2856
H: 5.2574 -11.0262 0.8527
H: 8.9710 -21.1378 7.2097
H: 4.1139 -9.9817 -11.0332
H: -2.0107 -18.6868 -0.1300
H: 0.1785 -18.9955 0.6503
H: 6.9966 -9.3471 1.5106
H: 1.6965 -24.4408 -0.8183
H: 0.6614 -19.8015 2.9915
H: 4.4912 -12.1480 -9.8933
H: -0.8347 -20.4937 2.4755
H: 3.1128 -11.0437 1.2450
H: 9.0160 -17.8805 8.2037
H: 4.2003 -15.7593 -0.1773
H: 3.4958 -16.1735 -2.5648
H: 6.1330 -9.8612 2.8650
H: 2.6553 -24.7916 -2.9396
H: 4.3300 -24.3549 -3.0466
H: 3.0604 -24.6584 0.1017
H: 5.1967 -16.1761 -3.0103
H: 2.0464 -23.2102 0.3393
H: 3.7908 -12.8842 -7.8139

---

Record 3
DFT (ωB97M-V/def2-TZVPD) results for a molecular structure, C24H36F5N3O4Si3TeYb at a distorted geometry.

Results
- Kohn-Sham gap (alpha / beta): 7.58 / 7.58 eV
- Multiplicity: 2
- Total charge: -1
- LUMO energy (alpha / beta): 2.26 / 2.26 eV
- ΔE to the lowest compared entry with this formula, charge and spin: 0.000 eV
- <S²>: 0.75

Positions of all 77 atoms, in Å:
Yb: 0.8962 -0.7813 1.0549
Te: -0.7597 -2.9749 -0.4465
Si: -2.7995 -0.5190 -1.8541
Si: -0.9873 1.9838 -1.1764
Si: -2.6956 0.7220 1.1304
F: -2.0834 -4.0670 -1.3872
F: -0.2708 -4.6226 0.3441
F: 0.2609 -3.8536 -1.8945
F: 0.0741 -2.4776 1.7569
F: -2.1882 -3.2717 0.9044
O: -0.4129 -0.1924 -0.2821
O: 1.5888 -2.2884 -0.3433
O: 2.4811 -0.8721 2.6919
O: 0.4810 -0.0808 3.1950
N: 5.1555 -0.2430 -0.1869
N: 2.9755 0.0105 -0.2584
N: 0.9953 1.8352 0.9172
C: 3.8124 -2.2101 0.4929
C: -2.9413 -0.7451 2.2522
C: 2.6107 -2.9135 0.2166
C: -4.3870 1.4584 0.6996
C: 4.9288 1.0216 -0.6861
C: 2.4459 3.6424 1.5359
C: 2.5832 -4.2854 0.5211
C: 3.6393 -4.9040 1.1529
C: 1.5524 -0.6513 3.5115
C: -0.0686 1.7122 -2.7908
C: -2.1401 3.4685 -1.3805
C: -1.9079 2.0686 2.1989
C: 1.8446 4.4615 0.5976
C: -3.7664 0.8383 -2.7818
C: 3.9528 -0.8257 0.0520
C: 1.9788 2.3452 1.6584
C: 4.7925 -4.1948 1.4807
C: 4.8669 -2.8649 1.1325
C: 0.8112 3.9419 -0.1627
C: 3.5784 1.1576 -0.7182
C: -1.7606 0.4183 -0.5122
C: -1.6444 -1.1749 -3.2040
C: -4.2089 -1.6135 -1.2692
C: 0.3955 2.6175 0.0012
H: 3.2622 3.9849 2.1574
H: -1.7470 -0.5906 -4.1191
H: -3.1178 1.6167 -3.1902
H: 0.3081 4.5631 -0.8939
H: 3.5571 -5.9553 1.4017
H: -5.0037 0.7999 0.0888
H: -4.2900 2.4076 0.1663
H: 2.1671 5.4870 0.4622
H: 0.5376 2.5884 -3.0354
H: -3.0850 3.1567 -1.8287
H: 1.6983 -0.9659 4.5578
H: -0.9964 1.7111 2.6779
H: -2.0159 -1.2954 2.4266
H: 5.7551 -2.3013 1.4030
H: -3.2976 -0.3813 3.2201
H: 6.0475 -0.6791 -0.0430
H: 5.6129 -4.6764 1.9970
H: 5.7280 1.6949 -0.9389
H: -1.6703 2.9802 1.6465
H: 0.5939 0.8495 -2.7013
H: -4.3160 0.3898 -3.6139
H: -1.7028 4.2248 -2.0378
H: -3.8924 -2.5221 -0.7639
H: 2.9972 1.9963 -1.0663
H: -2.6183 2.3331 2.9875
H: 2.4251 1.6726 2.3829
H: -3.6581 -1.4621 1.8538
H: -1.8526 -2.2207 -3.4366
H: -4.7900 -1.9129 -2.1458
H: -0.6009 -1.1225 -2.8857
H: -4.9301 1.6538 1.6281
H: -2.3685 3.9433 -0.4240
H: -4.8638 -1.0539 -0.6015
H: -4.4988 1.3210 -2.1275
H: -0.7511 1.5295 -3.6235
H: 1.6982 -4.8405 0.2554